C48H52F6IN3OSi | wB97M-V/def2-TZVPD

frontier orbital gap: 9.21 eV
LUMO: 0.490 eV
total energy: -3286.14265 Ha

Geometry as XYZ:
```
112
Properties=species:S:1:pos:R:3:forces:R:3
I -4.239234 -2.700391 -2.766273 -0.023 0.118 0.040
Si 0.126431 -2.366501 -0.099592 0.082 0.068 0.007
F -1.605752 1.574712 1.376383 -0.022 -0.012 0.018
F 2.904329 10.481675 1.982711 -0.010 0.001 -0.020
F -2.856168 7.454527 -0.533384 -0.036 -0.028 0.007
F -7.529655 -7.395052 -6.214066 -0.007 0.001 -0.005
F 5.395398 -7.478613 0.774706 0.012 0.004 0.021
F 0.630523 3.980821 3.434849 -0.004 -0.007 0.005
O -0.136529 -5.145575 -0.578615 -0.018 0.078 -0.103
N 2.881280 0.703217 0.366716 -0.017 -0.252 0.041
N 1.327113 0.103242 -1.248529 -0.020 0.115 0.093
N 3.465775 -1.125075 -0.939759 -0.025 0.085 -0.042
C -0.255464 4.537502 1.328972 -0.021 0.004 -0.006
C 1.636546 -1.486007 0.610224 0.015 0.087 0.016
C 1.099565 6.963346 1.454450 0.001 0.027 -0.015
C 2.782809 9.559331 5.469279 0.060 -0.003 -0.004
C -2.694149 -2.273895 -0.149731 0.060 0.165 0.214
C 2.023084 -6.152866 -0.808508 0.032 0.054 -0.024
C -3.768646 8.940854 -3.691052 0.023 0.034 0.019
C 0.977459 -5.406822 -1.342555 0.066 -0.022 -0.105
C 5.431090 -8.813742 0.976807 -0.010 -0.052 -0.002
C 0.527499 4.867980 2.416208 -0.004 0.038 -0.047
C 5.498828 -11.529532 1.378157 0.004 -0.011 0.000
C 2.325741 -0.460913 -0.325036 0.065 0.040 0.048
C -3.934444 1.784205 1.616103 -0.020 -0.022 -0.077
C -2.671484 1.839427 2.168375 -0.062 -0.043 0.041
C 3.137259 -6.433912 -1.584349 0.027 0.045 -0.116
C -3.698733 8.023986 -2.651996 -0.028 -0.052 -0.016
C 4.326930 -10.822283 1.608000 0.036 -0.007 -0.013
C -5.023623 2.053143 2.432501 0.018 0.008 0.036
C 3.311768 10.159793 3.228626 0.034 -0.046 0.080
C -3.293640 -1.453736 -1.289217 -0.020 -0.245 -0.028
C -5.897472 -6.399768 -4.846951 -0.016 0.058 -0.002
C 6.609713 -9.490505 0.738175 0.057 0.019 -0.021
C -1.463892 -1.552667 0.456461 -0.004 -0.133 -0.078
C -2.935006 8.340254 -1.546590 0.029 0.045 -0.036
C -2.320595 10.435415 -2.489559 -0.020 -0.023 -0.023
C 0.317915 6.660754 0.348503 -0.006 0.004 -0.019
C -2.451005 2.155243 3.492854 0.081 0.002 0.035
C 2.359256 9.899818 4.192593 -0.125 -0.014 -0.012
C -0.358616 5.449832 0.288716 0.057 0.046 0.035
C 1.038590 -4.960183 -2.658320 -0.038 -0.068 0.021
C -4.757510 -6.539631 -4.068463 0.014 -0.039 -0.005
C -3.550420 2.424763 4.295227 -0.043 0.001 -0.032
C -5.850337 -8.771938 -5.317251 -0.014 -0.055 -0.016
C -4.161788 -7.783667 -3.911702 0.011 -0.004 0.002
C 5.074051 9.756886 4.773934 -0.041 -0.003 0.021
C -6.420442 -7.522711 -5.455736 0.043 -0.004 0.031
C 3.209708 -5.979836 -2.898645 -0.016 -0.044 0.098
C 4.285006 -9.449861 1.408250 -0.054 0.022 0.012
C 2.155114 -5.252610 -3.432810 0.000 -0.023 0.024
C 4.137637 9.488416 5.763026 0.002 -0.007 0.005
C 4.664997 10.094665 3.491962 0.059 0.015 -0.062
C 0.105166 -4.193292 0.473271 -0.088 0.083 0.235
C -2.242124 9.529668 -1.441318 0.037 0.029 0.040
C -3.081809 10.144717 -3.613314 -0.004 0.004 -0.011
C -4.709552 -8.895446 -4.536530 0.005 0.039 0.006
C 6.636238 -10.862229 0.944487 -0.041 -0.005 0.017
C -4.834479 2.372915 3.769898 -0.001 0.003 0.010
C 1.209096 6.063551 2.506015 0.041 0.027 0.065
H 3.570068 0.372599 1.033759 0.004 0.071 -0.016
H 1.308669 9.962825 3.942124 0.008 -0.002 -0.021
H 7.551320 -11.410626 0.765247 0.006 0.002 -0.007
H 2.192687 -4.909375 -4.460677 0.016 -0.020 0.056
H 5.376542 10.303376 2.704719 -0.014 0.006 -0.007
H -0.768986 3.588912 1.305544 0.034 0.005 -0.023
H 3.952283 -7.007685 -1.162242 -0.024 0.017 -0.012
H -6.296451 -9.623979 -5.811794 -0.008 0.013 -0.010
H -0.710848 -4.327701 1.191559 0.040 -0.055 -0.067
H 2.145063 1.171584 0.885088 0.016 0.014 -0.010
H -1.440579 2.195129 3.877037 0.007 0.012 -0.020
H -4.247254 -9.866526 -4.418542 -0.005 -0.008 0.001
H 3.895690 -0.504347 -1.616769 -0.008 -0.049 -0.019
H 1.029401 -4.449587 1.005922 -0.038 0.001 -0.036
H -3.139938 10.854698 -4.427117 0.001 0.002 -0.001
H 1.633480 1.033107 -1.512480 0.035 -0.021 -0.064
H -1.429562 -0.505436 0.144584 -0.030 -0.026 0.145
H 2.048883 9.347456 6.235266 -0.008 0.009 0.002
H 0.121336 -2.382749 -1.579451 0.082 -0.076 -0.068
H -2.421171 -3.269222 -0.510455 -0.015 0.023 -0.017
H -4.223020 7.078857 -2.690721 0.002 0.001 0.017
H -2.537730 -0.892549 -1.834330 -0.045 -0.049 0.003
H 4.081965 -6.203453 -3.500497 -0.037 0.013 0.012
H 2.374714 -2.209475 0.969250 0.018 0.077 -0.046
H 0.234117 7.368005 -0.466132 -0.004 0.000 0.000
H -1.782771 11.371936 -2.426064 0.001 0.005 0.007
H 1.302391 -0.932205 1.495915 -0.121 -0.099 -0.072
H 3.189523 -1.984009 -1.401988 0.000 0.008 -0.015
H -6.378266 -5.440497 -4.984664 -0.013 -0.010 -0.004
H -0.973203 5.214731 -0.569764 -0.013 -0.006 0.005
H 7.481743 -8.948791 0.398197 -0.009 0.014 0.006
H -4.363880 8.711918 -4.564908 -0.001 -0.009 -0.004
H 5.525853 -12.599141 1.535850 -0.002 -0.002 0.001
H -6.022562 2.013673 2.019223 -0.004 0.003 -0.006
H -4.332547 -5.671997 -3.581383 0.005 -0.015 0.008
H -5.686525 2.584741 4.401427 -0.003 -0.001 0.000
H -3.272429 -7.883905 -3.304144 0.001 0.001 0.000
H -4.054466 1.540720 0.568771 0.020 -0.003 0.003
H 1.630465 7.905855 1.502539 0.003 0.004 0.005
H 1.809772 6.281000 3.379301 0.003 -0.014 -0.003
H 1.951071 -6.511551 0.212202 0.006 0.018 -0.038
H -1.658579 9.734408 -0.553798 -0.004 -0.019 0.004
H 3.437869 -11.339370 1.943232 -0.006 0.003 0.006
H -1.487280 -1.565993 1.551782 -0.084 0.066 -0.064
H 3.383910 -8.877495 1.582300 0.008 0.011 -0.009
H 1.262027 -0.451173 -2.092999 -0.044 -0.060 0.043
H -3.399740 2.679813 5.335575 0.006 -0.003 0.006
H -3.452671 -2.425956 0.622706 -0.028 -0.055 -0.135
H 6.130807 9.702815 4.998777 0.007 -0.003 -0.006
H 0.208970 -4.403751 -3.075943 -0.007 -0.005 0.090
H 4.463364 9.223464 6.759715 -0.001 -0.001 0.002
H -4.082920 -0.788436 -0.947326 0.134 0.069 -0.024
```
Positions in Å, forces in eV/Å.